Below is a molecular structure, C14H16Cl4GdO2S4, with properties calculated with ωB97M-V/def2-TZVPD.

Last column: Löwdin spin population.
Atoms and positions in Å:
Gd1 0.704 -0.562 -1.229  6.83
Cl1 4.940 -3.208 2.700  0.00
Cl2 5.093 -1.106 0.386  0.00
Cl3 -0.057 -4.516 1.094  0.00
Cl4 2.360 -4.930 3.061  0.00
S1 -2.097 -0.773 -2.002  -0.01
S2 -0.599 -0.859 1.286  0.01
S3 -0.067 1.957 -2.655  -0.01
S4 1.437 1.710 0.496  -0.01
O1 2.621 -0.935 -1.226  0.08
O2 0.424 -2.482 -0.960  0.09
C1 -2.701 0.950 -2.208  0.00
C2 1.457 -2.686 -0.129  0.00
C3 -2.319 -0.418 0.829  0.00
C4 -0.203 3.168 -1.288  0.00
C5 2.454 -3.774 1.798  0.00
C6 1.074 3.225 -0.463  0.00
C7 0.104 1.832 1.750  0.00
C8 -0.138 0.491 2.418  0.00
C9 2.620 -1.869 -0.271  0.00
C10 -1.818 1.769 -3.139  0.00
C11 3.686 -2.063 0.612  0.00
C12 1.388 -3.599 0.925  0.00
C13 3.609 -3.002 1.636  0.00
C14 -2.799 -1.221 -0.374  0.00
H1 -1.778 1.320 -4.131  0.00
H2 -2.777 1.408 -1.223  0.00
H3 -2.951 -0.667 1.682  0.00
H4 0.423 2.561 2.494  0.00
H5 -0.795 2.206 1.262  0.00
H6 -2.226 2.775 -3.242  0.00
H7 -3.882 -1.146 -0.458  0.00
H8 -2.533 -2.273 -0.260  0.00
H9 -2.369 0.657 0.660  0.00
H10 -0.896 0.572 3.195  0.00
H11 1.948 3.379 -1.096  0.00
H12 0.783 0.124 2.874  0.00
H13 -1.062 2.898 -0.675  0.00
H14 -0.390 4.144 -1.737  0.00
H15 -3.699 0.893 -2.641  0.00
H16 1.028 4.051 0.246  0.00

Values from the calculation:
⟨S²⟩ ... 16.041
Orbital gap (spin up / spin down) ... 0.2935 / 0.2227 Ha
HOMO energy (spin up / spin down) ... -11.0 / -11.0 eV
2S+1 ... 8
Total charge ... +1
DFT total energy ... -4892.5703 Eh